Density functional theory data (wB97M-V/def2-TZVPD) for a molecular structure, C52H36BrF9GePS2SiTc at a distorted geometry.

XYZ file:
```
104
Properties=species:S:1:pos:R:3:forces:R:3
Tc -20.141 -10.254 0.086 -0.1 0.6 0.3
F -25.833 -15.219 1.802 -1.1 -0.6 0.2
C -24.882 -14.353 1.899 1.8 1.0 0.5
C -23.981 -14.343 2.986 -1.5 -1.3 -0.4
F -24.139 -15.149 4.053 0.0 0.5 -0.9
C -22.884 -13.549 2.886 2.0 1.2 0.7
F -22.019 -13.563 3.925 -0.6 -0.2 -0.2
C -22.581 -12.677 1.840 -1.4 -0.6 -0.8
P -21.122 -11.578 2.010 -0.4 0.1 -1.2
C -21.672 -10.507 3.340 -0.4 0.7 1.0
C -23.042 -10.349 3.631 0.6 -1.9 -1.7
C -23.493 -9.538 4.615 -2.0 1.6 0.3
C -22.617 -8.725 5.313 0.5 0.2 0.8
C -21.257 -8.815 5.025 0.6 -0.2 0.2
C -20.787 -9.698 4.053 1.0 -0.1 -0.6
C -19.829 -12.705 2.498 -0.8 -0.3 -0.2
C -19.554 -13.803 1.686 0.0 0.6 -0.9
C -18.541 -14.675 2.060 -0.6 -0.9 -1.2
C -17.846 -14.471 3.213 -0.1 1.1 1.8
C -18.206 -13.372 4.049 0.8 -2.0 -1.2
C -19.196 -12.515 3.701 0.3 0.2 -0.1
C -23.558 -12.644 0.798 1.5 0.7 1.1
Br -23.312 -11.396 -0.578 -0.5 -0.3 -0.4
C -24.678 -13.433 0.862 -1.1 -0.6 -0.6
F -25.628 -13.405 -0.111 0.9 0.0 0.7
H -23.741 -10.953 3.039 0.1 0.4 0.4
H -24.603 -9.383 4.719 1.3 -0.4 0.2
H -22.989 -8.068 6.116 0.3 -0.3 -0.6
H -20.482 -8.268 5.568 -0.6 0.1 -0.1
H -19.686 -9.735 3.796 -1.5 0.3 0.6
H -20.037 -13.923 0.688 0.2 0.1 1.0
H -18.385 -15.568 1.437 0.2 0.5 0.3
H -17.076 -15.154 3.540 0.1 0.0 0.0
H -17.721 -13.222 4.965 0.8 0.1 1.1
H -19.377 -11.659 4.325 -0.4 -0.1 0.2
F -24.848 -4.861 2.326 -1.3 -0.1 -0.2
C -23.898 -5.701 2.037 3.0 0.7 0.7
C -23.967 -6.930 1.406 -1.4 0.6 0.0
F -25.155 -7.360 0.982 0.1 -0.3 -0.1
C -22.829 -7.649 1.197 0.7 -1.4 -1.0
F -22.933 -8.805 0.486 -0.1 0.6 0.5
C -21.539 -7.258 1.534 0.5 -0.1 0.4
S -20.064 -8.151 1.289 -0.4 -0.6 -0.5
C -21.450 -6.045 2.190 -0.8 1.9 0.0
F -20.305 -5.422 2.534 -0.4 -1.1 -0.2
C -22.608 -5.286 2.410 0.8 0.4 1.0
F -22.415 -4.136 3.127 -0.7 -1.0 -1.0
S -20.104 -12.822 -2.269 0.2 -0.2 -0.2
C -20.157 -11.690 -1.256 0.0 0.0 0.5
C -18.846 -8.975 -3.207 0.8 -1.2 0.7
Si -20.375 -8.916 -2.137 -0.5 -0.8 -1.6
C -21.789 -9.756 -3.166 -0.4 1.0 -0.6
C -20.710 -7.137 -1.885 -0.1 1.4 0.5
C -19.602 -6.298 -1.615 -1.6 0.2 0.1
C -19.820 -4.993 -1.195 0.5 0.6 0.2
C -21.076 -4.432 -1.089 -0.3 -3.1 -0.9
C -22.169 -5.243 -1.425 -0.4 1.3 -0.5
C -21.993 -6.551 -1.829 -0.4 -1.2 0.2
H -18.857 -8.398 -4.143 -0.1 0.1 0.5
H -18.712 -10.046 -3.497 0.2 0.7 0.2
H -18.017 -8.687 -2.509 -0.3 -0.2 -1.0
H -21.837 -10.803 -2.893 -0.1 -0.2 -0.4
H -21.682 -9.645 -4.302 0.2 -0.2 1.6
H -22.792 -9.318 -2.954 0.6 -0.2 0.1
H -18.600 -6.631 -1.705 0.7 -0.5 0.0
H -19.010 -4.320 -0.916 0.2 -0.4 -0.2
H -21.123 -3.461 -0.761 -0.6 2.2 0.6
H -23.171 -4.805 -1.517 0.3 -0.2 0.4
H -22.922 -7.157 -2.037 1.2 0.6 0.1
C -18.468 -10.426 0.165 -0.3 0.3 -0.2
Ge -16.448 -10.189 0.180 -0.8 0.5 0.9
C -16.387 -8.264 -0.182 0.9 0.4 0.2
C -15.733 -7.615 -1.240 -0.6 1.3 0.1
C -15.862 -6.199 -1.395 0.1 -0.4 0.1
C -16.585 -5.445 -0.455 -0.3 -0.4 -0.3
C -17.235 -6.103 0.591 0.5 0.5 0.3
C -17.022 -7.450 0.767 -1.0 -0.8 0.3
C -16.053 -10.494 2.078 -1.0 0.4 0.7
C -17.017 -10.443 3.166 0.5 0.5 -1.7
C -16.672 -10.263 4.464 3.1 -0.1 0.5
C -15.270 -10.204 4.798 -1.0 -0.4 -0.5
C -14.343 -10.413 3.798 -1.7 1.0 -1.1
C -14.728 -10.442 2.424 0.7 -0.3 1.5
C -15.683 -11.416 -1.055 0.3 -0.5 -0.9
C -15.700 -12.793 -0.767 0.7 -0.4 -0.6
C -15.154 -13.740 -1.641 -0.5 1.0 -0.9
C -14.608 -13.278 -2.882 -0.2 -2.4 1.3
C -14.605 -11.965 -3.190 -0.8 1.3 1.2
C -15.173 -11.015 -2.282 0.5 -1.5 -1.0
H -15.132 -8.149 -1.959 -0.1 -0.1 -0.1
H -15.444 -5.700 -2.294 -0.1 -0.4 0.9
H -16.748 -4.373 -0.549 0.3 -0.2 -0.3
H -17.907 -5.600 1.307 0.6 0.0 -0.5
H -17.523 -7.868 1.651 0.5 -0.2 -0.4
H -18.066 -10.372 2.973 -0.4 -0.3 -0.7
H -17.348 -10.183 5.280 -0.8 0.2 0.3
H -14.972 -9.968 5.817 0.0 -0.3 -0.2
H -13.318 -10.297 3.934 1.6 0.0 0.8
H -13.875 -10.354 1.744 -0.6 -0.3 -0.3
H -16.155 -13.097 0.149 -0.2 -0.4 0.6
H -15.280 -14.809 -1.469 0.3 0.3 0.2
H -14.197 -14.011 -3.597 -0.3 0.4 0.5
H -14.185 -11.719 -4.133 0.1 0.8 -0.6
H -15.258 -10.031 -2.655 0.0 1.0 0.0
```
Forces are in eV/Å.

**Charge**: +1
**Total energy**: -9060.51560 Eh
**Spin multiplicity**: 2
**HOMO energy (alpha / beta)**: -10.5 / -10.7 eV

Density functional theory data (wB97M-V/def2-TZVPD) for C4H11NS in the gas phase at a distorted geometry.

XYZ file:
```
17
Properties=species:S:1:pos:R:3:forces:R:3
C 1.723 -2.038 0.785 0.4 0.0 0.1
S 1.954 -0.341 1.422 -0.4 -0.1 0.0
C 0.357 0.344 0.997 -0.7 0.6 -2.1
C 0.160 0.548 -0.580 0.0 -0.2 0.4
C -1.310 0.331 -0.964 -0.4 1.8 0.0
N -2.091 1.570 -0.649 0.6 1.2 -0.2
H 2.438 -2.197 -0.036 0.0 -0.3 0.6
H 1.861 -2.678 1.671 0.2 -0.1 -0.8
H 0.744 -2.247 0.353 -0.1 0.4 0.3
H -0.480 -0.330 1.236 0.5 0.2 0.6
H 0.230 1.300 1.511 0.0 -0.2 0.1
H 0.315 1.561 -0.997 0.5 -0.1 0.8
H 0.911 -0.044 -1.126 -0.5 -0.3 0.2
H -1.906 -0.415 -0.450 0.6 -0.8 -0.2
H -1.403 0.307 -2.055 0.0 -0.8 0.2
H -1.759 2.056 0.189 -0.2 -0.9 0.4
H -1.745 2.273 -1.307 -0.5 -0.2 -0.4
```
Forces are in eV/Å.

**Energy above the lowest of the compared OMol25 structures with the same formula, charge and spin**: 0.956 eV
**Total energy**: -611.90698 Eh
**Spin multiplicity**: 1
**HOMO energy**: -8.5 eV
**SMILES string**: CSCCCN

Density functional theory data (wB97M-V/def2-TZVPD) for 2 unconnected molecules or ions with the total composition C2H5FIN at a distorted geometry.

XYZ file:
```
10
Properties=species:S:1:pos:R:3:forces:R:3
C 0.827 -0.974 -0.313 -0.1 -0.4 0.1
C -0.750 0.811 0.240 -0.1 0.7 3.3
N 0.387 0.392 -0.335 0.0 0.4 -0.5
F -1.067 2.056 -0.124 0.1 0.0 -0.3
I -2.464 -0.483 0.169 0.0 0.0 -0.1
H 0.096 -1.621 -0.807 0.1 0.0 0.0
H 1.777 -1.059 -0.832 0.0 0.1 0.0
H 0.946 -1.311 0.717 0.1 -0.1 0.1
H -0.642 1.120 2.180 0.0 -0.6 -2.8
H 0.887 1.070 -0.896 -0.1 -0.1 0.2
```
Forces are in eV/Å.

**Energy above the lowest of the compared OMol25 structures with the same formula, charge and spin**: 3.249 eV
**Total energy**: -531.38768 Eh
**Spin multiplicity**: 1
**HOMO energy (alpha / beta)**: -8.1 / -8.1 eV

Density functional theory data (wB97M-V/def2-TZVPD) for 2 unconnected molecules or ions with the total composition C4H9N2O at a distorted geometry.

XYZ file:
```
16
Properties=species:S:1:pos:R:3:forces:R:3
C 1.392 -1.108 0.199 -2.4 2.0 2.1
C 2.144 -0.355 -0.567 2.8 -1.4 -2.2
C 0.602 -0.079 0.978 1.9 -1.5 -1.7
C -2.120 0.604 -0.470 -1.0 0.8 0.6
N 1.135 1.085 0.609 -0.3 -3.7 0.3
N -1.152 -0.417 -0.129 -1.0 -1.9 1.9
O 2.114 0.937 -0.325 -0.4 0.9 -0.5
H 1.087 -2.114 0.302 0.5 -1.0 -0.3
H 2.877 -0.614 -1.340 -0.4 0.1 0.4
H 0.290 -0.414 1.942 -0.9 0.8 0.5
H -2.668 0.922 0.515 1.5 0.0 -1.8
H -1.490 1.342 -0.993 -1.1 0.5 0.3
H -2.988 0.262 -1.085 1.0 0.1 0.0
H 1.030 1.973 0.893 -0.5 3.6 1.4
H -0.558 -0.836 -0.826 -0.5 0.3 -0.9
H -1.695 -1.188 0.298 0.8 0.2 -0.2
```
Forces are in eV/Å.

**Charge**: +1
**Energy above the lowest of the compared OMol25 structures with the same formula, charge and spin**: 4.569 eV
**Total energy**: -342.18938 Eh
**Spin multiplicity**: 1
**HOMO energy**: -13.8 eV

Density functional theory data (wB97M-V/def2-TZVPD) for 10 unconnected molecules or ions with the total composition C42H98N6O18 at a distorted geometry.

XYZ file:
```
164
Properties=species:S:1:pos:R:3:forces:R:3
C -5.789 -13.419 -14.313 0.7 -0.5 -0.2
O -5.846 -14.660 -13.659 -1.0 -0.8 0.2
C -5.418 -14.800 -12.304 -0.3 1.3 -1.5
C -3.882 -14.660 -12.277 -1.3 -0.9 1.8
O -3.456 -13.580 -11.442 0.6 -0.4 -1.0
C -2.032 -13.564 -11.425 0.5 1.6 0.9
C -1.580 -13.838 -9.990 -1.1 -0.5 0.3
O -0.250 -14.291 -9.910 -0.1 0.6 -0.2
C 0.324 -14.108 -8.625 0.8 -0.7 -0.8
H -6.393 -13.578 -15.204 0.0 0.3 -0.1
H -4.750 -13.248 -14.621 -0.1 0.4 -0.1
H -6.158 -12.548 -13.761 -0.1 -0.2 0.3
H -5.787 -15.779 -12.003 0.4 -0.2 -0.1
H -6.007 -14.089 -11.713 0.7 0.3 0.3
H -3.475 -14.600 -13.284 0.0 0.0 -0.1
H -3.601 -15.593 -11.768 0.8 0.0 -0.4
H -1.732 -12.548 -11.705 0.1 0.0 -0.1
H -1.501 -14.218 -12.118 -0.5 -0.4 -0.1
H -2.325 -14.564 -9.623 0.4 -0.5 0.1
H -1.770 -13.004 -9.303 0.3 0.4 -0.4
H 1.375 -14.383 -8.757 -0.1 -0.4 0.2
H -0.180 -14.805 -7.954 0.2 0.4 0.5
H 0.412 -13.069 -8.294 -0.8 0.0 0.1
C 5.460 -14.043 -14.349 0.4 -0.8 0.5
O 6.831 -13.858 -13.995 -0.2 0.7 -0.8
C 7.103 -12.506 -13.688 0.5 0.1 0.1
C 8.560 -12.367 -13.276 -1.0 1.2 0.3
O 8.605 -12.397 -11.844 0.9 -1.1 -0.8
C 9.925 -12.537 -11.311 -1.3 0.4 0.7
C 10.685 -11.246 -11.280 1.0 0.9 0.0
O 11.117 -10.647 -12.505 -0.5 -0.1 -0.1
C 11.893 -11.486 -13.320 -0.1 -0.4 -0.1
H 5.426 -14.975 -14.917 -0.1 0.0 0.4
H 4.965 -13.306 -14.980 0.6 0.6 0.1
H 4.951 -14.111 -13.388 -0.6 -0.1 -0.5
H 6.491 -12.127 -12.862 -0.2 -0.2 0.0
H 6.898 -11.855 -14.545 0.0 -0.2 -0.2
H 8.878 -11.355 -13.545 0.3 -0.2 -0.4
H 9.144 -13.127 -13.798 0.2 -0.1 0.3
H 10.516 -13.372 -11.696 -0.3 0.1 -0.3
H 9.665 -12.758 -10.272 0.6 -0.1 0.1
H 11.569 -11.400 -10.645 0.1 -0.1 0.1
H 10.104 -10.448 -10.819 -0.2 -0.2 0.1
H 12.879 -11.650 -12.873 0.0 -0.2 -0.1
H 12.014 -11.052 -14.314 0.0 0.4 0.2
H 11.372 -12.432 -13.508 0.3 -0.1 0.2
C 4.241 -11.004 -16.515 1.2 0.3 -0.7
O 3.774 -10.467 -17.737 -0.6 -0.1 -0.2
C 2.648 -9.609 -17.574 0.2 -0.8 0.2
C 2.068 -9.224 -18.894 -1.0 0.2 -0.2
O 3.050 -8.642 -19.724 -0.3 -0.5 -0.1
C 2.670 -8.444 -21.070 -0.4 0.4 -0.1
C 2.691 -9.729 -21.945 1.3 1.3 1.2
O 1.566 -10.519 -21.607 0.3 -0.1 -1.0
C 0.758 -10.806 -22.731 -0.3 -0.6 -0.2
H 5.275 -11.283 -16.735 0.1 -0.1 0.2
H 3.762 -11.922 -16.173 -0.6 0.3 0.0
H 4.289 -10.226 -15.751 -0.3 -0.2 0.3
H 2.961 -8.743 -16.985 -0.2 0.1 0.1
H 1.847 -10.168 -17.075 0.0 0.3 0.4
H 1.224 -8.533 -18.737 0.3 0.5 0.3
H 1.491 -10.049 -19.329 0.9 -0.4 -0.3
H 3.317 -7.608 -21.343 0.4 -0.5 -0.8
H 1.666 -8.008 -21.164 -0.2 -0.2 0.3
H 3.651 -10.195 -21.700 -0.2 -0.6 0.2
H 2.790 -9.492 -23.005 -0.5 0.1 -0.1
H 1.082 -11.660 -23.343 0.5 -0.1 0.3
H 0.718 -9.977 -23.440 -0.4 0.3 0.3
H -0.217 -11.105 -22.348 -0.2 0.4 -0.1
C 3.454 -15.445 -11.721 0.1 -1.1 -0.9
O 4.560 -16.144 -12.292 0.0 0.2 0.6
C 5.588 -16.351 -11.355 1.3 0.3 0.2
C 6.877 -16.677 -12.129 0.1 -0.5 -0.1
O 8.080 -16.582 -11.348 -1.1 -0.9 -0.1
C 8.846 -17.776 -11.450 0.9 0.2 0.4
C 9.600 -17.914 -12.775 0.3 0.6 0.5
O 10.677 -16.976 -12.770 -0.3 0.2 -1.0
C 10.305 -15.643 -13.151 0.5 -0.5 1.1
H 2.663 -15.669 -12.434 -0.3 0.5 0.2
H 3.666 -14.376 -11.676 -0.1 0.0 0.3
H 3.163 -15.899 -10.771 0.1 0.3 0.2
H 5.316 -17.169 -10.679 0.1 -0.1 0.0
H 5.810 -15.492 -10.710 -0.3 0.3 -0.2
H 7.053 -16.054 -13.005 -0.7 0.2 0.0
H 6.731 -17.711 -12.456 0.3 -0.1 -0.3
H 8.302 -18.685 -11.177 -0.4 0.1 -0.2
H 9.625 -17.639 -10.699 0.1 -0.2 0.1
H 8.935 -17.786 -13.635 0.0 0.2 -0.1
H 10.091 -18.882 -12.875 -0.2 -0.2 0.2
H 11.223 -15.121 -13.419 0.0 -0.1 -0.4
H 9.935 -15.135 -12.260 -0.5 0.0 -0.3
H 9.573 -15.639 -13.956 -0.1 0.1 -0.1
C 1.349 -10.392 -11.230 -0.2 0.9 0.5
N 1.787 -11.313 -12.254 -1.1 0.2 0.9
C 1.184 -12.626 -12.253 0.5 -1.1 -0.7
C 2.918 -11.080 -12.937 0.2 0.0 0.0
O 3.509 -11.896 -13.619 -0.1 0.2 0.0
H 1.991 -9.514 -11.129 0.4 -0.3 -0.3
H 1.345 -10.865 -10.246 0.0 -0.2 -0.1
H 0.369 -9.927 -11.369 -0.2 -0.5 -0.4
H 0.884 -13.033 -11.287 0.3 0.5 0.2
H 0.323 -12.778 -12.906 -0.1 0.7 0.0
H 1.944 -13.278 -12.689 -0.1 -0.2 0.2
H 3.236 -10.035 -12.795 0.3 0.0 -0.1
C 4.338 -17.237 -15.658 -0.8 0.5 -0.7
N 4.031 -18.655 -15.448 0.9 1.8 0.4
C 4.547 -19.570 -16.429 -0.1 0.1 -0.3
C 3.469 -18.939 -14.268 0.3 -1.8 -0.1
O 3.265 -20.079 -13.864 -0.2 0.5 0.1
H 3.564 -16.823 -16.307 0.2 0.2 -0.2
H 5.292 -17.007 -16.133 0.2 -0.7 0.0
H 4.327 -16.644 -14.744 -0.1 -0.5 0.2
H 4.365 -20.604 -16.152 0.0 0.1 0.1
H 4.083 -19.350 -17.394 -0.1 -0.2 0.0
H 5.613 -19.377 -16.576 0.1 -0.2 0.2
H 3.233 -18.031 -13.701 -0.1 0.0 0.2
C 1.744 -15.165 -14.861 0.6 -0.8 -0.8
N 0.542 -14.387 -14.979 -0.5 0.5 -0.4
C 0.719 -13.048 -15.557 -0.2 -0.3 1.0
C -0.686 -14.908 -14.802 0.0 -0.6 -0.1
O -1.754 -14.371 -15.048 0.0 0.6 0.1
H 2.069 -15.479 -15.858 -0.2 0.1 0.3
H 1.590 -16.095 -14.311 -0.2 0.2 0.3
H 2.592 -14.606 -14.460 -0.3 0.2 0.4
H -0.230 -12.588 -15.818 -0.1 -0.3 -0.3
H 1.116 -12.464 -14.728 0.5 0.5 -0.5
H 1.408 -13.089 -16.397 -0.1 0.0 0.1
H -0.688 -15.937 -14.403 0.3 0.0 0.0
C -2.675 -8.098 -14.203 -0.2 -0.4 1.5
N -2.622 -9.554 -14.265 0.4 0.3 -0.5
C -3.598 -10.325 -13.523 0.4 0.1 1.3
C -1.537 -10.157 -14.800 -0.4 -0.2 0.4
O -0.689 -9.621 -15.484 0.1 -0.2 0.2
H -2.899 -7.867 -13.153 -0.5 0.1 -0.1
H -3.451 -7.684 -14.841 0.2 0.2 -0.2
H -1.695 -7.637 -14.282 0.0 -0.2 -0.9
H -4.572 -9.844 -13.583 -0.1 -0.3 -0.3
H -3.606 -11.387 -13.761 -0.2 0.2 -0.7
H -3.340 -10.359 -12.455 0.0 0.4 0.1
H -1.535 -11.211 -14.458 0.3 -0.2 -0.6
C 1.419 -14.323 -21.129 -0.5 0.6 -1.0
N 1.698 -14.241 -19.733 0.4 -1.0 2.0
C 2.239 -13.004 -19.164 -0.4 0.5 -2.4
C 1.618 -15.323 -18.906 -0.1 0.5 -1.3
O 2.085 -15.370 -17.788 0.0 -0.1 0.1
H 2.290 -14.236 -21.787 0.3 -0.2 0.4
H 0.777 -13.495 -21.449 -0.1 0.0 0.2
H 0.895 -15.237 -21.407 0.1 -0.1 0.3
H 3.221 -12.813 -19.606 0.3 -0.1 0.6
H 1.612 -12.252 -19.654 0.1 0.4 0.6
H 2.218 -12.924 -18.088 0.1 -0.4 -0.1
H 1.049 -16.143 -19.369 0.1 -0.2 0.1
C 1.358 -19.097 -11.604 -0.4 0.0 0.9
N -0.022 -18.969 -12.087 2.0 -0.3 -0.1
C -0.637 -17.712 -11.781 -1.2 -0.1 0.4
C -0.288 -19.741 -13.179 -1.1 0.0 -0.1
O -1.233 -19.606 -13.930 0.1 0.2 0.1
H 2.054 -18.408 -12.085 -0.1 -0.1 -0.3
H 1.681 -20.125 -11.719 0.2 0.1 -0.2
H 1.413 -18.852 -10.539 -0.3 -0.1 0.0
H -1.556 -17.618 -12.363 0.3 0.3 -0.3
H -0.987 -17.719 -10.742 0.2 0.0 0.1
H 0.050 -16.867 -11.876 -0.1 0.0 -0.3
H 0.402 -20.591 -13.270 0.2 0.1 0.0
```
Forces are in eV/Å.

**Energy above the lowest of the compared OMol25 structures with the same formula, charge and spin**: 1.747 eV
**Total energy**: -3341.61341 Eh
**Spin multiplicity**: 1
**HOMO energy**: -9.0 eV
**SMILES string**: COCCOCCOC.COCCOCCOC.COCCOCCOC.COCCOCCOC.CN(C)C=O.CN(C)C=O.CN(C)C=O.CN(C)C=O.CN(C)C=O.CN(C)C=O

Density functional theory data (wB97M-V/def2-TZVPD) for 4 unconnected molecules or ions with the total composition C2H12NO4 at a distorted geometry.

XYZ file:
```
19
Properties=species:S:1:pos:R:3:forces:R:3
C 0.010 0.997 -0.966 1.1 0.8 0.2
N 0.279 0.521 0.421 0.1 -1.2 -1.8
C 1.566 -0.230 0.393 0.3 -0.1 0.5
O 1.738 -1.093 -0.689 0.1 0.2 0.4
H 0.842 1.653 -1.258 -0.1 0.1 0.0
H 0.034 0.200 -1.704 -0.4 -0.1 0.0
H -0.892 1.605 -1.031 -0.3 -0.3 0.1
H -0.288 -0.334 0.401 -0.7 0.4 0.8
H 2.438 0.430 0.453 -0.1 0.3 -0.1
H 1.499 -0.827 1.311 0.3 0.1 0.1
H 0.661 2.813 1.089 0.0 -0.2 0.3
H -0.515 3.275 0.357 -0.3 0.1 0.0
O 0.057 3.566 1.072 0.2 0.1 -0.2
H -0.105 -3.376 -0.651 -0.2 0.0 0.1
H 1.069 -1.837 -0.435 -0.4 -0.3 -0.4
O -0.176 -2.639 -0.035 0.0 0.3 0.1
H -3.284 -1.616 -0.127 0.1 0.0 0.0
H -2.019 -1.736 0.673 0.6 -0.4 -0.2
O -2.914 -1.373 0.727 -0.4 0.1 0.0
```
Forces are in eV/Å.

**Charge**: -1
**Energy above the lowest of the compared OMol25 structures with the same formula, charge and spin**: 0.900 eV
**Total energy**: -439.12874 Eh
**Spin multiplicity**: 1
**HOMO energy**: -4.5 eV